Entry from the Open Molecules 2025 dataset: C4H5NO2 in the gas phase (ωB97M-V with the def2-TZVPD basis set).

Largest force on an atom ... 8.2 eV/Å
E_tot ... -9810.700 eV
SMILES ... O/N=C1\CC=CO1
Energy relative to the best compared isomer or geometry (same formula, charge and spin) ... 3.615 eV
LUMO energy ... 0.9 eV

```
! wB97M-V def2-TZVPD RIJCOSX def2/J DEFGRID3
* xyz 0 1
H 1.8404 -2.9008 0.0478
H -0.3735 2.6980 -1.2273
C 0.5555 -0.4392 -0.3692
N 1.2975 -1.3194 -0.6887
H -1.3655 -0.8391 0.7400
H -0.0207 -0.0956 1.7109
C -0.4634 -0.1367 0.6601
H -1.8923 1.6575 0.6947
C -0.3294 1.6301 -0.8301
C -0.9701 1.2369 0.2483
O 1.1061 -2.2577 0.3160
O 0.6153 0.7659 -1.3024
*
```



Entry from the Open Molecules 2025 dataset: C13H18N2O4 in the gas phase (ωB97M-V with the def2-TZVPD basis set).

Largest force on an atom ... 1.2 eV/Å
E_tot ... -24939.626 eV
SMILES ... O=[N+]([O-])c1ccccc1OCCCN1CCOCC1
Energy relative to the best compared isomer or geometry (same formula, charge and spin) ... 5.225 eV
LUMO energy ... -0.3 eV

```
! wB97M-V def2-TZVPD RIJCOSX def2/J DEFGRID3
* xyz 0 1
O 2.6310 0.5059 -1.9288
N 1.2812 1.3258 0.4367
H -3.7406 -2.4330 -2.7356
H 2.3783 2.3898 -2.5805
C 2.0679 0.1016 0.4004
H 0.7229 2.8753 1.6714
H 0.8600 1.5163 -2.2105
H 1.6146 -0.6440 1.0522
H -1.9911 0.6155 2.5045
H 1.0557 -0.6730 -1.3390
H -1.3132 1.4576 1.0756
H 0.5972 0.1030 2.9383
C -1.6614 -1.0048 0.2334
C 0.1417 1.0401 2.6191
C 1.8716 2.2928 -0.4731
H 1.2668 3.2033 -0.4730
H 2.7037 -1.3279 -1.1022
C -1.2801 -2.1959 -0.4231
H -3.1557 0.5368 0.2688
C 2.0854 -0.4324 -1.0305
H -0.1164 1.6153 3.5083
C 1.1224 1.8615 1.7760
H -1.6910 -3.6039 -1.9588
C -2.8214 -0.3651 -0.2179
O -0.8923 -0.5645 1.2262
O 0.4167 -2.6775 1.0313
H 2.9030 2.5538 -0.1750
C -1.1237 0.6922 1.8356
H -4.4474 -0.3586 -1.5884
H 3.1058 0.2859 0.7299
C -3.1627 -2.0408 -1.9146
C 1.8956 1.7023 -1.8834
H 2.0861 1.9342 2.3098
N -0.1132 -2.9310 -0.0301
O 0.2857 -3.7877 -0.7964
C -2.0280 -2.6934 -1.4871
C -3.5550 -0.8758 -1.2693
*
```



Entry from the Open Molecules 2025 dataset: a molecular structure, C6H12O (ωB97M-V with the def2-TZVPD basis set).

Largest force on an atom ... 0.5 eV/Å
E_tot ... -8460.120 eV
Energy relative to the best compared isomer or geometry (same formula, charge and spin) ... 4.234 eV
LUMO energy ... 0.7 eV

```
! wB97M-V def2-TZVPD RIJCOSX def2/J DEFGRID3
* xyz 0 1
C -0.7152 -1.1985 1.5274
C 0.3196 -1.6308 -1.0328
H -0.6719 -0.9344 2.5956
H -0.3880 -2.2366 1.4286
C 0.5127 2.2132 0.1266
H 1.2145 -0.3368 0.8893
H -1.4220 1.2080 0.6440
O 0.8074 0.7504 -1.8037
H -0.8400 1.9845 -1.6056
H -1.7630 -1.1364 1.2147
C 0.1418 -0.2609 0.7173
C 0.0568 1.5781 -1.1218
H 0.8701 -2.2783 -0.3496
H 0.0888 3.1802 0.3838
C -0.3719 1.0264 0.4234
H 0.6392 -0.3115 -1.3137
H 0.7031 -1.8485 -2.0502
H -0.7489 -1.8593 -1.0404
H 1.5668 2.0911 0.3672
*
```



Entry from the Open Molecules 2025 dataset: a molecular structure, C44H123N11O13Ti2 (ωB97M-V with the def2-TZVPD basis set).

Largest force on an atom ... 3.6 eV/Å
E_tot ... -136846.341 eV
Energy relative to the best compared isomer or geometry (same formula, charge and spin) ... 2.992 eV
LUMO energy (spin up / spin down) ... 0.3 / 0.2 eV

```
! wB97M-V def2-TZVPD RIJCOSX def2/J DEFGRID3
* xyz 0 7
H 3.1504 -4.3459 1.2269
C -0.0159 -2.3356 -4.4672
C 8.3183 0.8722 -0.6848
C 4.2923 -3.4654 -0.7266
H 5.3627 1.7396 -0.4394
H 3.7412 5.7459 -2.5125
H 3.6598 0.4311 -1.5104
H 5.7347 -0.6569 -1.8842
H -4.6499 -4.8374 -4.6335
H -0.6707 -3.0254 -3.9346
C 2.8979 5.1020 -2.2628
H -2.4527 2.1190 -5.4094
H 2.7710 6.3389 -0.4600
N -3.1169 -2.0074 -2.3065
H -2.2042 3.9877 5.3289
H -5.2634 -2.7637 -0.5991
H 7.8676 1.7245 -0.1762
H 1.7232 1.9525 1.6073
C -1.0440 0.2894 6.8241
H -2.8682 0.5212 -4.7693
H 1.2706 4.5110 0.7055
H -2.4232 3.7441 1.8276
H -0.3588 -0.6359 -6.7504
C -1.1514 0.0841 -6.5470
C -3.3489 -3.1575 1.3963
C -2.7460 -4.0513 2.4255
H 4.6985 -4.4687 -0.5985
N -2.3922 -2.3778 0.6686
H 0.4132 -3.6641 0.0309
C -1.5258 -5.8082 -1.0827
H -0.7804 0.0488 -2.9639
C -2.7552 1.5850 1.5539
H -2.4597 4.9392 3.9748
H 4.3916 3.0561 4.4303
H 1.4560 6.5189 4.1122
C 1.9224 3.9759 3.5433
H -6.9220 -0.9049 -4.0203
H -2.2237 0.3495 3.0331
O -2.4734 2.8147 3.7515
C -1.8457 1.6675 -3.3635
H -2.0371 -3.4509 2.9957
H -1.1019 2.8830 2.2064
C 5.2170 -0.6984 2.7757
C 2.2510 -1.3097 -4.5908
C 2.6732 5.2916 -0.7458
N 3.7054 4.5754 -0.0719
C 1.3665 -2.1914 -3.8095
C -5.3622 -2.8409 -1.6818
O 2.3372 5.1365 2.8611
O -3.0395 -4.8636 -3.3537
N -3.3226 -7.2383 -0.5533
C 4.1866 -2.8394 0.6173
H -0.8969 1.5194 4.7205
N 0.0585 1.1919 4.7126
H -3.8345 -3.8618 0.7209
H 1.6168 -0.8531 6.8742
H 2.5556 -1.7369 -5.5462
H -0.4588 -1.3397 -4.4667
H -6.5528 -0.6526 2.9617
C -4.3908 -2.1428 2.0588
H 5.0450 -1.0165 0.1849
H 5.0347 -0.2770 3.7643
H 3.3037 -0.8473 0.1559
C -4.5607 -1.7761 -2.4690
N 2.9682 -3.3530 1.2603
C 1.2464 4.8817 -0.3193
H 1.8761 -0.3119 -4.8187
H -3.0495 -1.0044 7.5929
C 3.9690 1.4167 -1.8585
H -2.7762 -8.0283 -0.8658
C 1.4106 6.1302 3.0949
H 0.3354 6.0115 2.9611
H 3.8296 4.8369 0.8958
N -2.1489 0.3635 2.0260
H -2.3337 -0.0963 -2.7135
H 5.5311 -0.6101 -4.3193
H 4.9076 -2.8161 -1.3494
C 4.5613 -0.5875 -4.8163
H 9.1647 0.9118 -1.3704
H 3.4413 2.1011 -1.1943
C -3.5752 -5.9497 -2.6367
H 5.0898 -3.1210 1.1587
H -4.6712 -2.0591 -3.5158
H 3.2100 1.5211 1.5892
H 0.8491 4.0532 -0.9057
H -6.7833 -2.0598 4.0279
H -1.2448 -4.9303 -1.6645
H 3.0797 4.0703 -2.5639
H -4.8821 -3.8136 -1.7880
H -4.7799 2.5002 1.6301
O 0.4769 -2.7225 0.2837
H -2.1026 -0.4395 -6.4511
H 3.2496 3.6947 0.1196
H -1.1729 0.6232 2.0381
H -2.4561 1.8396 0.5371
H 2.1122 4.0626 4.6132
H -1.4550 6.8481 -0.1751
C 0.1166 0.1342 5.7658
H -6.4324 -2.6662 -1.7924
C -3.5663 -4.7243 -4.6648
C -3.2054 -0.5216 6.6281
H 1.8500 -3.1464 -3.6038
H -3.3412 -6.8841 -3.1468
O -0.8747 0.8009 -5.3712
H 4.7239 -1.0835 -5.7732
H -2.2868 -4.9025 1.9227
H 1.5981 7.0021 2.4683
H -3.2019 -7.1564 0.4461
N 2.6443 2.3433 1.7446
H -5.7906 0.3078 -4.6322
H 3.7136 1.5155 -2.9135
H -3.0102 -2.1148 -1.3079
O 3.9819 -0.7931 2.0460
H 1.7368 0.9444 6.8307
H -3.8546 -1.2392 6.1265
H -2.8304 -2.9105 -2.6564
C -6.0482 -1.4628 3.4881
H -1.5819 -2.9232 0.4118
C 5.4558 1.5923 -1.5153
C -4.9821 -0.2916 -2.1532
H -1.2800 5.1073 -0.1496
H 0.0535 -2.3774 -5.5541
H -0.9168 4.1942 4.1478
O -5.5690 -2.5902 2.7497
H -3.3504 -5.3171 -0.3884
H -3.8281 0.3195 6.9329
H -7.3808 0.7957 -4.0660
H 6.7412 3.1184 -1.5642
H 0.2226 0.6534 3.8741
H -4.8383 -1.4578 1.3387
C 4.1588 2.8115 3.3939
H -1.2070 1.3599 6.9486
H -0.6205 2.9516 -2.0927
C -0.8186 6.0379 0.1807
H -4.6575 1.2710 2.6491
H 6.0076 -0.2281 2.1910
C 1.5739 0.0379 6.2478
H -0.9208 -6.6978 -1.2577
H 1.3038 0.6205 2.3286
O -6.2184 0.3271 -2.5128
C -4.2741 1.5352 1.6636
H 0.9108 3.5801 3.4533
H -5.4903 -1.1281 4.3626
C 2.7592 2.7274 3.1218
H -3.7161 -1.5563 2.6824
H 4.6187 1.8725 3.0858
H 4.3349 0.4689 -4.9609
H -2.0109 -1.7790 1.3870
C -0.7179 2.7103 -3.1511
H -3.1559 -5.4616 -5.3547
H 0.8439 -2.1990 -1.8496
H 5.1843 3.5584 -1.8729
H 0.2870 2.5200 -3.5281
O 0.6261 0.4538 1.6449
C -3.0086 -6.0096 -1.1577
H -4.6648 -5.9686 -2.6181
H -1.2823 0.7992 -7.3592
N -1.5548 0.5144 -2.5125
O -2.0531 -0.2743 5.9923
H 5.4114 -1.7395 3.0334
C -2.0731 1.2621 -4.8529
H 8.7517 0.4773 0.2341
H 2.5023 1.8529 3.7195
O 3.5669 -1.2659 -3.9829
H 2.1779 -0.0635 5.3461
H -4.6713 0.8748 0.8928
H -2.7071 2.0430 -2.8111
H -4.9787 -0.1523 -1.0722
H -4.2112 0.3624 -2.5608
C -1.9836 4.0015 4.2616
N 1.1850 -1.5416 -2.5363
N 5.8809 2.8409 -2.0147
Ti 1.4902 -1.6047 2.0131
O 0.4066 6.0080 -0.4983
H 3.3072 -3.4184 -1.1908
H 2.0730 -1.4634 -2.0614
H -1.2610 -5.5940 -0.0473
H 2.1732 -3.3922 0.6386
C 6.2613 0.2974 -1.8719
H -0.7908 5.9472 1.2665
H -1.0846 3.6326 -3.6017
H 6.7322 0.4995 -2.8339
O 7.2622 -0.0740 -1.0017
H -3.4531 -4.4404 3.1581
H -3.4039 -3.7533 -5.1327
H 4.6167 3.5582 2.7452
Ti -0.4213 -0.6217 -0.4856
C 4.1295 -1.3023 0.7029
H 2.0884 5.4578 -2.9001
C -2.1813 2.8139 2.3417
H -0.8955 -0.1539 7.8087
H 0.0978 -0.8183 5.2362
C -6.5534 0.1111 -3.8789
*
```



Entry from the Open Molecules 2025 dataset: a molecular structure, C10H10FFeN3O6P2S2 (ωB97M-V with the def2-TZVPD basis set).

Largest force on an atom ... 2.5 eV/Å
E_tot ... -104647.586 eV
LUMO energy (spin up / spin down) ... 1.5 / 0.7 eV

```
! wB97M-V def2-TZVPD RIJCOSX def2/J DEFGRID3
* xyz -1 2
H 3.4305 -2.1865 -3.4066
F -1.0622 2.0795 -0.0927
C 1.5398 -2.3284 3.0275
H 3.4015 1.4175 -2.4281
O 1.8636 0.2682 -0.1453
O 0.4660 -2.3189 -3.2756
H 4.8250 -0.4541 -0.1084
O 2.9083 -2.1178 -0.2934
C 2.4898 -0.4773 -2.5878
H 0.0227 -0.3477 -4.9842
H 1.8004 1.3301 -1.9601
N 2.0834 -6.8648 1.4960
P 2.8013 -0.7330 -0.7737
Fe -0.3506 0.3712 0.0461
H 1.9858 -1.7326 3.8112
H -0.0517 -4.4503 0.2036
C -0.0211 -2.5270 1.1551
C 1.7607 -5.7686 1.6266
N 2.4887 1.0396 -2.6818
H 3.2916 -0.8483 -4.5514
S -1.2442 -1.9093 0.1302
C 1.3490 -4.4148 1.8115
C 0.3850 -3.8653 1.0004
C 1.9352 -3.6335 2.8466
N 3.7669 -4.5967 4.3816
C 0.5852 -1.7329 2.1851
C 3.5078 -1.1053 -3.5129
H 4.5222 -0.7974 -3.2543
C 2.9465 -4.1801 3.6911
P 0.7359 -0.8952 -3.0373
O 0.8150 -0.0764 -4.4931
O -0.0922 -0.0365 -2.1271
O 4.2923 -0.0122 -0.7885
H 2.1672 1.3305 -3.6069
S 0.1867 -0.0900 2.4332
*
```